C40H50N10 | the ωB97M-V functional and the def2-TZVPD basis

The molar mass is 670.91 g mol⁻¹. The calculation puts the frontier orbital gap at 7.98 eV. As for the HOMO energy: -7.58 eV. For the LUMO energy, the calculation gives 0.01447 hartree. Its SMILES is c1cc[nH]c1.c1cc[nH]c1.c1cc[nH]c1.c1cc[nH]c1.c1cc[nH]c1.c1cc[nH]c1.c1cc[nH]c1.c1cc[nH]c1.c1cc[nH]c1.c1cc[nH]c1. For the electronic energy, the calculation gives -2101.59975 a.u. Its energy relative to the best compared isomer or geometry (same formula, charge and spin) is 270.4 kJ/mol. The charge is 0.

Atoms and positions in Å:
N1 0.14837 -2.46699 -4.94322
C1 0.05721 -3.78880 -4.59053
C2 -1.09658 -4.02708 -3.91182
C3 -1.81279 -2.80872 -3.96345
C4 -0.94983 -1.82328 -4.52148
H1 0.90223 -2.04441 -5.46592
H2 0.86347 -4.46742 -4.82682
H3 -1.50879 -4.93950 -3.50688
H4 -2.81560 -2.63878 -3.60029
H5 -1.07425 -0.78072 -4.77442
N2 -1.49352 -6.36826 -0.10371
C5 -2.28178 -5.26626 -0.37074
C6 -3.17559 -5.61129 -1.39489
C7 -2.93759 -6.95671 -1.69644
C8 -1.81144 -7.32170 -0.99161
H6 -0.77062 -6.48415 0.59207
H7 -2.22939 -4.37495 0.23690
H8 -3.87063 -4.90686 -1.82744
H9 -3.58490 -7.52545 -2.34755
H10 -1.30155 -8.27335 -1.01938
N3 0.20118 -0.79227 -1.94239
C9 0.96375 0.35448 -1.92874
C10 0.80282 0.94042 -0.68648
C11 0.03826 0.02964 0.09773
C12 -0.24848 -1.07268 -0.68148
H11 0.11117 -1.39396 -2.74858
H12 1.38762 0.80057 -2.81628
H13 1.17747 1.91008 -0.39357
H14 -0.33433 0.30072 1.07452
H15 -0.92646 -1.88921 -0.48144
N4 -1.22920 0.75061 5.55567
C13 -1.48868 1.31015 6.76804
C14 -1.86548 2.61443 6.49633
C15 -1.85913 2.81341 5.10118
C16 -1.45352 1.62678 4.51680
H16 -0.88402 -0.18610 5.40230
H17 -1.27674 0.83536 7.71464
H18 -2.03662 3.37723 7.24149
H19 -1.86625 3.78730 4.63439
H20 -1.09422 1.42436 3.51864
N5 6.54902 -0.67508 -1.33323
C17 5.27666 -0.43024 -1.72654
C18 4.53832 -0.12895 -0.58277
C19 5.36504 -0.21780 0.52441
C20 6.65347 -0.49188 -0.00066
H21 7.28878 -0.96956 -1.95462
H22 5.04765 -0.49427 -2.78004
H23 3.48505 0.10980 -0.58537
H24 5.10437 -0.21078 1.57245
H25 7.57056 -0.59842 0.55970
N6 -2.71093 2.87961 -1.87699
C21 -3.69457 3.53171 -2.59410
C22 -3.65154 3.06948 -3.90155
C23 -2.60538 2.09019 -3.99606
C24 -2.07367 2.01008 -2.69320
H26 -2.57027 2.99640 -0.88368
H27 -4.36320 4.22928 -2.11167
H28 -4.24000 3.41912 -4.73694
H29 -2.32392 1.55073 -4.88834
H30 -1.30337 1.43339 -2.20283
N7 5.47870 2.75215 1.81585
C25 6.22529 3.69521 2.48490
C26 5.37911 4.84193 2.63440
C27 4.15887 4.56964 2.07449
C28 4.22461 3.24327 1.53369
H31 5.62841 1.75454 1.76610
H32 7.23448 3.51610 2.82529
H33 5.58847 5.77018 3.14522
H34 3.27537 5.18728 2.14029
H35 3.51487 2.62122 1.00858
N8 1.45895 5.37062 -3.55447
C29 1.25579 4.34839 -2.64728
C30 1.24997 4.88019 -1.34684
C31 1.41167 6.24682 -1.40873
C32 1.51614 6.48974 -2.74952
H36 1.43794 5.34579 -4.56395
H37 1.04216 3.33989 -2.96930
H38 1.11811 4.27646 -0.46112
H39 1.43654 6.93771 -0.57900
H40 1.56620 7.43874 -3.26267
N9 0.44916 -2.36234 4.31981
C33 -0.15023 -3.22665 5.21115
C34 -1.47122 -3.38662 4.90424
C35 -1.69575 -2.47794 3.81814
C36 -0.45927 -1.92054 3.41768
H41 1.36688 -1.98360 4.50540
H42 0.44255 -3.73682 5.95596
H43 -2.22104 -3.93176 5.45832
H44 -2.64149 -2.28800 3.33243
H45 -0.17163 -1.27450 2.60142
N10 -4.78379 -2.21596 -0.41855
C37 -3.91015 -1.26730 -1.00312
C38 -3.40667 -0.56332 0.08184
C39 -4.09709 -0.90381 1.22763
C40 -4.90136 -1.94355 0.88148
H46 -5.22386 -2.89123 -1.02720
H47 -3.77337 -1.22924 -2.07374
H48 -2.69816 0.23850 -0.06470
H49 -4.02535 -0.51442 2.23244
H50 -5.54743 -2.51625 1.53034

Atom charges from the Mulliken analysis, given in e for atoms 1 to 5:
1. N 0.129
2. C -0.863
3. C -0.257
4. C 0.057
5. C -1.157

=====

C40H51As2PPtS3Si2 | the ωB97M-V functional and the def2-TZVPD basis

The molar mass is 1060.12 g mol⁻¹. The calculation puts the frontier orbital gap at 5.77 eV. As for the HOMO energy: -13.35 eV. For the LUMO energy, the calculation gives -0.27866 hartree. For the electronic energy, the calculation gives -8260.22823 a.u. Its energy relative to the best compared isomer or geometry (same formula, charge and spin) is 0.0 kJ/mol. The charge is +2.

Atoms and positions in Å:
Pt1 0.29677 0.20746 -0.96598
S1 -1.36997 -0.22721 -2.60011
P1 0.12390 -0.91601 -3.84124
S2 1.79853 -0.79079 -2.63163
C1 -0.14748 -2.57840 -4.43543
C2 0.45672 -3.68174 -3.83816
C3 0.17688 -4.95413 -4.30872
C4 -0.71635 -5.12619 -5.35808
C5 -1.32563 -4.02737 -5.94943
C6 -1.04140 -2.75093 -5.49416
C7 0.28231 0.12578 -5.28510
C8 1.10877 -0.31571 -6.32129
C9 1.29897 0.48981 -7.42980
C10 0.66489 1.72473 -7.50796
C11 -0.15964 2.15871 -6.48010
C12 -0.35377 1.36223 -5.36123
H1 1.15615 -3.53296 -3.02649
H2 0.65984 -5.81526 -3.86608
H3 -0.93268 -6.12108 -5.72318
H4 -2.01676 -4.16425 -6.76951
H5 -1.50642 -1.89454 -5.96702
H6 1.59040 -1.28484 -6.26815
H7 1.93468 0.15268 -8.23689
H8 0.81125 2.34771 -8.38010
H9 -0.66176 3.11373 -6.55227
H10 -1.00693 1.69212 -4.56214
C13 6.30814 -1.05835 0.32761
C14 5.77529 -0.60747 -0.87331
C15 4.54228 0.02953 -0.89153
C16 3.84098 0.21017 0.29901
C17 4.39154 -0.20567 1.50721
C18 5.62158 -0.85008 1.51703
As1 2.16200 1.14470 0.25151
C19 1.94168 2.10542 1.88938
C20 1.63295 1.62489 3.15068
C21 1.49776 2.52509 4.19884
C22 1.65627 3.88544 3.96767
C23 1.95738 4.36292 2.69974
C24 2.10352 3.47594 1.64116
C25 2.42989 3.84914 0.24658
C26 2.67255 5.13386 -0.22213
C27 3.01665 5.32780 -1.55390
C28 3.11113 4.25698 -2.43401
C29 2.84694 2.96904 -1.98852
C30 2.52026 2.78494 -0.65630
H11 7.27262 -1.54805 0.33991
H12 6.32351 -0.74022 -1.79647
H13 4.14474 0.39418 -1.82861
H14 3.89236 0.00453 2.44664
H15 6.05604 -1.16235 2.45740
H16 1.48171 0.56789 3.32829
H17 1.26311 2.16808 5.19235
H18 1.54498 4.58308 4.78671
H19 2.07965 5.42664 2.54507
H20 2.61560 5.98447 0.44410
H21 3.21519 6.32989 -1.90943
H22 3.37978 4.42790 -3.46750
H23 2.89365 2.13109 -2.67422
C31 -0.69177 3.36352 -2.50578
Si1 -1.75838 2.90254 -1.03093
C32 -3.46872 2.41391 -1.61103
C33 -1.86098 4.43683 0.03699
C34 -0.88663 1.57751 0.04496
Si2 -2.09398 0.75779 1.27653
C35 -1.06444 -0.04147 2.63435
C36 -3.14860 2.01703 2.17295
C37 -3.22551 -0.49472 0.46848
H24 -1.29606 3.84427 -3.27905
H25 -0.17919 2.51059 -2.95940
H26 0.07304 4.07969 -2.19932
H27 -3.77642 3.11854 -2.38800
H28 -4.19743 2.49351 -0.80171
H29 -3.54474 1.41306 -2.03330
H30 -1.99384 5.30199 -0.61853
H31 -0.93039 4.59403 0.59071
H32 -2.68302 4.42994 0.74910
H33 -0.24988 2.15422 0.72640
H34 -0.77997 0.72003 3.36359
H35 -0.15795 -0.52093 2.26678
H36 -1.66308 -0.79157 3.15660
H37 -2.54714 2.84286 2.55736
H38 -3.60992 1.52571 3.03434
H39 -3.95537 2.42871 1.56668
H40 -2.77160 -1.12143 -0.29866
H41 -4.08419 0.00893 0.02109
H42 -3.61419 -1.16355 1.24092
C38 3.15545 -3.20293 -0.12261
As2 1.42577 -3.04133 0.68005
C39 0.57380 -4.76147 0.69028
C40 1.61869 -2.48188 2.50263
S3 -0.11312 -1.94659 -0.42263
H43 3.71597 -3.92325 0.47454
H44 3.65520 -2.23825 -0.10894
H45 3.04602 -3.55685 -1.14473
H46 1.24936 -5.47032 1.16847
H47 0.37358 -5.06924 -0.33386
H48 -0.35608 -4.70093 1.25208
H49 2.29322 -3.18311 2.99514
H50 0.64298 -2.49435 2.98283
H51 2.05155 -1.48593 2.53328

Atom charges from the Mulliken analysis, given in e for atoms 1 to 5:
1. Pt 2.203
2. S -0.551
3. P 1.437
4. S -0.525
5. C 0.372

=====

What is the formula in the second record? C40H51As2PPtS3Si2

=====

Which of these has the lowest energy relative to the best compared isomer or geometry (same formula, charge and spin)? C40H51As2PPtS3Si2

=====

Which of these has the highest charge? C40H51As2PPtS3Si2